The following is a quantum chemistry calculation of 5 unconnected molecules or ions with the total composition C15H25F2NO12S2 at a distorted geometry, from OMol25.

As for the SMILES: O=C1OC[C@@H](F)O1.O=C1OC[C@@H](F)O1.C[N+](=O)[O-].O=S1(=O)CCCC1.O=S1(=O)CCCC1. For the gap between HOMO and LUMO, the calculation gives 10.3056 eV. Its HOMO energy is -10.0 eV. The energy comes out at -69121.0806 eV. The value obtained for the strongest force on any atom is 3.5 eV Å⁻¹. As for the total charge: 0.

Each line ends with the natural charge from an NBO analysis.
Positions of all 57 atoms, in Å:
H  -1.4078  -0.8994  -0.6423  0.259
C  0.1015  0.8102  -4.3866  -0.606
H  3.0391  3.7483  2.9306  0.213
O  -0.0982  2.1959  3.3275  -0.920
F  -6.2105  -1.4262  3.2450  -0.332
H  0.2530  -1.5113  -0.1579  0.237
O  -0.2473  3.4948  -3.6752  -0.924
S  0.8318  2.5346  -4.0180  2.073
O  -5.9499  0.0588  0.5134  -0.482
H  -7.5852  -0.2357  1.8752  0.217
O  -4.5090  -0.4422  2.0831  -0.500
C  1.8813  -5.1260  0.8698  -0.134
O  1.5377  -3.8398  0.4151  -0.474
H  0.7387  4.7365  2.4730  0.251
H  3.8785  1.8511  1.1990  0.232
H  2.7208  2.3443  -2.4245  0.246
H  1.7557  0.3632  1.4339  0.248
C  -0.6739  -1.0293  0.1531  -0.497
H  0.1766  -1.0745  -3.2631  0.234
C  1.7078  1.9457  -2.4794  -0.637
H  2.8463  2.4962  0.1223  0.208
C  2.7266  -5.6661  -0.2351  0.434
N  -1.4437  -1.7765  1.1498  0.523
C  1.2171  4.0381  1.7863  -0.630
H  -5.5174  0.3885  3.7128  0.178
H  1.1402  2.4517  -1.6984  0.247
O  -2.1523  -2.6890  0.7076  -0.386
C  1.8913  1.3765  1.8119  -0.651
O  3.2920  -4.4342  -0.7520  -0.476
C  -5.6970  -0.2489  2.8470  0.438
F  1.9076  -6.2725  -1.1810  -0.335
H  0.8178  0.4091  -5.1036  0.224
C  1.5333  0.4271  -2.5147  -0.418
H  -0.8433  0.8378  -4.9295  0.249
C  2.5726  -3.4146  -0.3338  0.971
H  1.0591  4.2754  0.7342  0.238
H  3.4065  4.4373  1.4168  0.229
H  0.9955  -5.7426  1.0222  0.232
S  0.3261  2.3996  1.9800  2.121
H  2.4130  0.0093  -3.0044  0.218
O  -3.7380  -0.3661  -0.0727  -0.582
H  2.2628  1.1974  2.8209  0.232
C  2.7269  3.7261  1.8865  -0.412
O  1.7866  2.8877  -5.0499  -0.932
O  -1.3810  -1.4754  2.3520  -0.380
H  1.4755  -0.0548  -1.5387  0.233
H  3.4470  -6.3609  0.1968  0.181
C  -4.6623  -0.2940  0.7253  0.994
H  2.4699  -5.0886  1.7864  0.193
C  0.2348  0.0084  -3.1533  -0.421
C  -6.6295  0.2786  1.7745  -0.130
H  -0.5768  0.3020  -2.4875  0.213
O  2.7538  -2.2748  -0.6741  -0.588
C  2.9060  2.3434  1.1999  -0.422
H  -0.1882  -0.1755  0.6255  0.234
O  -0.4747  2.1989  0.7844  -0.933
H  -6.8446  1.3464  1.8140  0.202